{
  "formula": "C30H44Cl3NO10P2Pd",
  "method": "ωB97M-V with the def2-TZVPD basis set",
  "s_squared": 6.041,
  "gap_ev": [9.26, 5.88],
  "lumo_ev": [-5.06, -8.93],
  "energy_ev": -113403.510,
  "largest_force_ev_per_a": 0.76,
  "multiplicity": 5,
  "relative_energy_kcal_mol": 3.9,
  "charge": 2,
  "symbols": ["Pd", "C", "C", "C", "O", "P", "O", "C", "P", "O", "O", "C", "C", "C", "O", "C", "C", "C", "O", "C", "C", "C", "H", "H", "H", "H", "H", "H", "H", "H", "H", "H", "H", "H", "H", "H", "H", "H", "H", "H", "H", "H", "H", "H", "H", "H", "H", "H", "H", "H", "H", "H", "Cl", "C", "Cl", "Cl", "C", "O", "O", "C", "C", "C", "C", "C", "C", "N", "C", "C", "C", "C", "C", "C", "C", "O", "O", "C", "C", "H", "H", "H", "H", "H", "H", "H", "H", "H", "H", "H", "H", "H", "H"],
  "coordinates": [[-1.3322, 0.8675, 1.0986], [3.8512, -1.5939, -1.7207], [4.2046, -0.7042, -0.5451], [4.8268, -1.4554, 0.6144], [3.0132, 0.0473, -0.1505], [1.8458, -0.2348, 0.8436], [0.8616, 0.8783, 0.6489], [1.1396, -1.8689, 0.4971], [-0.2369, -2.1920, 1.6191], [-0.9287, -0.9418, 2.1108], [0.3138, -2.8695, 2.9083], [0.9247, -4.2080, 2.9292], [0.0658, -5.0791, 3.8184], [2.3422, -4.0483, 3.4345], [-1.1292, -3.1960, 0.8264], [-2.4958, -3.5526, 1.2825], [-2.7345, -4.9602, 0.7862], [-3.4976, -2.5557, 0.7413], [2.4066, -0.4352, 2.2821], [2.6004, 0.5466, 3.3667], [3.4065, 1.7264, 2.8637], [1.2737, 0.9457, 3.9722], [4.7541, -2.0693, -2.1016], [3.4032, -1.0081, -2.5241], [3.1504, -2.3768, -1.4239], [4.8862, 0.0796, -0.8726], [4.1624, -2.2367, 0.9883], [5.0687, -0.7833, 1.4363], [5.7472, -1.9288, 0.2755], [1.8943, -2.6438, 0.6399], [0.7628, -1.9051, -0.5229], [0.9221, -4.6000, 1.9076], [-0.0166, -4.6270, 4.8068], [0.5170, -6.0649, 3.9220], [-0.9361, -5.1919, 3.4039], [2.3320, -3.7113, 4.4713], [2.8975, -3.3182, 2.8436], [2.8597, -5.0057, 3.3859], [-2.4879, -3.5290, 2.3750], [-2.6765, -4.9863, -0.3026], [-3.7242, -5.2951, 1.0920], [-1.9942, -5.6516, 1.1881], [-3.3798, -2.4562, -0.3382], [-3.3888, -1.5745, 1.2016], [-4.5019, -2.9207, 0.9517], [3.1734, -0.0332, 4.0883], [2.8598, 2.2453, 2.0744], [4.3793, 1.4140, 2.4843], [3.5700, 2.4220, 3.6857], [0.7002, 1.5662, 3.2811], [1.4676, 1.5291, 4.8715], [0.6860, 0.0708, 4.2486], [-5.1392, 3.5554, 2.9492], [-3.6214, 3.0050, 3.6521], [-3.9071, 1.7771, 4.8942], [-2.7263, 4.3557, 4.3255], [-2.8100, 2.3060, 2.5464], [-1.5966, 2.6235, 2.3549], [-3.3450, 1.4023, 1.8685], [-3.8150, 5.0730, -3.8974], [-2.4257, 4.8951, -3.3475], [-1.8275, 5.9758, -2.6807], [-0.5513, 5.8869, -2.0986], [0.1420, 4.7286, -2.2107], [-0.4169, 3.6131, -2.9194], [0.3970, 2.5544, -3.0025], [0.2027, 1.2409, -3.5428], [0.7865, 0.9426, -4.7632], [0.6649, -0.3324, -5.2959], [-0.0200, -1.3184, -4.5997], [-0.5705, -1.0292, -3.3617], [-0.4659, 0.2480, -2.8203], [-1.0082, 0.4929, -1.4576], [-1.2322, 1.6593, -1.0283], [-1.2106, -0.4858, -0.6921], [-1.7410, 3.6948, -3.4826], [-2.4027, 2.5345, -4.1650], [-4.2064, 6.0522, -3.6328], [-4.4956, 4.3184, -3.5034], [-3.8203, 4.9945, -4.9857], [-2.3734, 6.9076, -2.6096], [-0.1366, 6.7325, -1.5686], [1.1253, 4.6247, -1.7678], [1.2981, 2.6858, -2.5575], [1.3185, 1.7176, -5.3003], [1.1015, -0.5502, -6.2612], [-0.1182, -2.3106, -5.0175], [-1.0974, -1.7873, -2.7970], [-1.7209, 1.9547, -4.7790], [-3.2170, 2.8727, -4.7970], [-2.8274, 1.8625, -3.4123]],
  "forces_ev_per_angstrom": [[0.7, 0.1, -0.1], [-0.1, 0.1, 0.1], [0.2, -0.2, 0.0], [-0.1, 0.1, 0.0], [-0.1, 0.1, -0.1], [0.3, 0.0, -0.1], [-0.2, -0.1, 0.2], [-0.2, 0.2, 0.2], [0.1, -0.6, 0.1], [-0.3, 0.6, -0.2], [-0.1, 0.1, 0.0], [0.1, -0.2, 0.1], [0.0, 0.1, 0.0], [-0.1, 0.1, 0.0], [0.1, 0.4, 0.0], [-0.2, -0.2, 0.1], [0.1, 0.0, 0.0], [0.2, 0.0, 0.0], [-0.3, -0.2, -0.1], [0.1, 0.2, 0.1], [0.0, -0.1, 0.0], [0.0, -0.1, -0.1], [0.0, 0.0, 0.0], [0.0, 0.0, 0.0], [0.1, 0.0, 0.0], [0.0, 0.0, 0.0], [0.0, 0.0, 0.0], [0.0, 0.0, 0.0], [0.0, 0.0, 0.0], [0.0, 0.0, 0.0], [0.0, 0.1, -0.1], [0.0, 0.0, 0.0], [0.0, 0.0, 0.0], [0.0, 0.0, 0.0], [0.0, 0.0, 0.0], [0.0, 0.0, 0.0], [0.0, 0.0, 0.0], [0.0, 0.0, 0.0], [0.0, 0.0, 0.0], [0.0, 0.0, 0.0], [0.0, 0.0, 0.0], [0.0, 0.0, 0.0], [0.0, 0.0, 0.0], [0.0, 0.0, 0.0], [0.0, 0.0, 0.0], [0.0, 0.0, 0.0], [0.0, 0.1, 0.0], [0.0, 0.0, 0.0], [0.0, 0.0, 0.0], [0.0, 0.0, 0.0], [0.0, 0.0, 0.0], [0.0, 0.0, 0.0], [0.0, 0.0, 0.0], [0.1, 0.0, -0.1], [0.0, 0.0, 0.0], [0.0, 0.0, 0.0], [-0.4, 0.1, 0.1], [0.3, -0.5, -0.4], [0.2, -0.2, -0.1], [0.1, 0.0, 0.0], [0.0, -0.1, 0.0], [0.0, 0.0, 0.0], [0.0, 0.0, 0.0], [0.0, 0.0, 0.0], [0.0, 0.0, 0.0], [0.0, 0.1, 0.0], [0.0, -0.2, 0.0], [0.0, 0.1, 0.0], [0.0, -0.1, 0.0], [0.0, 0.0, 0.0], [0.0, 0.0, 0.0], [0.0, 0.2, 0.1], [0.0, -0.3, -0.1], [-0.2, 0.1, 0.6], [-0.2, 0.0, 0.1], [0.0, 0.0, 0.0], [0.0, 0.0, 0.1], [0.0, 0.0, 0.0], [0.0, 0.0, 0.0], [0.0, 0.0, 0.0], [0.0, 0.0, 0.0], [0.0, 0.0, 0.0], [0.0, 0.0, 0.0], [0.0, 0.0, 0.0], [0.0, 0.0, 0.0], [0.0, 0.0, 0.0], [0.0, 0.0, 0.0], [0.0, 0.0, 0.0], [0.0, 0.0, 0.0], [0.0, 0.0, 0.0], [0.0, 0.0, 0.0]],
  "lowdin_spin": [1.8563, 0.0002, 0.0012, 0.0001, 0.0037, 0.0081, 0.0689, -0.0013, 0.0182, 0.1792, 0.0076, 0.0023, 0.0001, 0.0005, 0.0012, 0.0000, 0.0000, -0.0006, 0.0005, 0.0000, 0.0002, -0.0004, 0.0001, 0.0000, 0.0000, 0.0000, 0.0000, 0.0000, 0.0001, 0.0000, 0.0000, 0.0000, 0.0000, 0.0001, 0.0000, 0.0000, 0.0000, 0.0002, 0.0000, 0.0000, 0.0000, 0.0000, 0.0000, -0.0007, 0.0000, 0.0000, 0.0001, 0.0000, 0.0000, -0.0004, 0.0000, -0.0001, 0.0071, 0.0050, 0.0009, 0.0094, 0.0251, 0.2211, 0.1322, -0.0060, 0.0044, 0.2457, 0.0208, 0.1263, 0.1377, 0.2612, 0.0197, 0.0098, -0.0008, 0.0034, 0.0026, 0.0185, 0.0185, 0.2578, 0.1607, 0.1298, 0.0186, -0.0002, -0.0020, -0.0018, 0.0112, -0.0024, 0.0032, 0.0032, 0.0004, 0.0001, 0.0003, 0.0010, 0.0030, 0.0006, 0.0086]
}



{
  "formula": "C22H30N5O5S4SeTl",
  "method": "ωB97M-V with the def2-TZVPD basis set",
  "gap_ev": 8.54,
  "lumo_ev": 0.10,
  "energy_ev": -154368.401,
  "largest_force_ev_per_a": 0.14,
  "multiplicity": 1,
  "relative_energy_kcal_mol": 0.0,
  "symbols": ["Tl", "O", "C", "N", "C", "C", "C", "C", "C", "C", "N", "C", "C", "C", "C", "C", "N", "H", "H", "H", "H", "H", "H", "H", "H", "H", "H", "C", "C", "S", "C", "C", "S", "C", "C", "S", "H", "H", "H", "H", "H", "H", "H", "H", "H", "H", "H", "H", "C", "N", "C", "C", "N", "C", "S", "H", "H", "H", "H", "H", "H", "H", "H", "O", "Se", "O", "O", "O"],
  "coordinates": [[-0.0861, 1.0764, 0.3189], [-1.4449, 3.1149, 3.7358], [-0.8448, 2.4231, 2.9215], [-0.5568, 2.7378, 1.6460], [-1.3990, 3.7374, 1.0258], [-2.5356, 3.1038, 0.2357], [-3.6358, 3.8527, -0.1558], [-4.6169, 3.2522, -0.9232], [-4.4759, 1.9211, -1.2852], [-3.3525, 1.2428, -0.8586], [-2.4176, 1.8211, -0.1030], [-0.3921, 1.0414, 3.3736], [-0.2758, 0.7571, 4.7235], [0.0762, -0.5277, 5.1021], [0.2882, -1.4933, 4.1283], [0.1477, -1.1388, 2.7993], [-0.1912, 0.1018, 2.4488], [-1.8149, 4.3987, 1.7869], [-0.8120, 4.3353, 0.3240], [-3.7100, 4.8909, 0.1406], [-5.4824, 3.8186, -1.2418], [-5.2093, 1.4207, -1.9007], [-3.1751, 0.2088, -1.1253], [-0.4741, 1.5448, 5.4353], [0.1797, -0.7770, 6.1502], [0.5507, -2.5106, 4.3829], [0.2916, -1.8503, 1.9938], [1.7843, -4.6004, -0.4449], [1.5441, -5.1020, 0.9754], [0.0209, -4.5676, 1.7966], [-1.2470, -4.8540, 0.5375], [-2.2449, -3.7069, 0.4457], [-1.6269, -2.1368, -0.2144], [-1.0264, -2.6478, -1.8457], [0.4999, -2.7027, -2.0788], [1.6238, -2.8033, -0.6632], [2.7946, -4.8973, -0.7320], [1.1112, -5.0877, -1.1492], [1.6079, -6.1918, 0.9806], [2.3303, -4.7333, 1.6368], [-0.7607, -4.9966, -0.4258], [-1.7844, -5.7752, 0.7679], [-3.0916, -4.0269, -0.1657], [-2.6416, -3.4619, 1.4332], [-1.4961, -3.6065, -2.0715], [-1.4324, -1.9172, -2.5427], [0.7359, -3.5377, -2.7405], [0.8021, -1.7910, -2.5876], [3.7276, 0.3672, -2.1753], [3.3967, 1.6626, -1.6192], [3.5669, 2.8925, -2.3926], [2.8964, 3.9505, -1.5008], [2.7891, 3.2382, -0.2228], [2.9193, 1.9142, -0.4191], [2.5143, 0.7323, 0.7580], [4.8105, 0.2739, -2.2844], [3.2307, 0.2759, -3.1387], [3.3615, -0.4081, -1.5064], [3.0718, 2.7761, -3.3558], [4.6325, 3.0845, -2.5416], [1.9012, 4.1950, -1.8662], [3.5010, 4.8491, -1.3984], [2.1508, 3.5351, 0.4953], [1.1244, 1.3388, -3.6571], [-0.1371, 1.5042, -2.6649], [0.1488, 2.6786, -1.5171], [-0.1723, 0.1415, -1.6073], [-1.5687, 1.6390, -3.3765]],
  "forces_ev_per_angstrom": [[0.0, 0.1, 0.0], [0.0, 0.0, 0.0], [0.0, 0.0, 0.0], [-0.1, -0.1, 0.1], [0.0, 0.0, 0.0], [0.0, 0.0, 0.0], [0.0, 0.0, 0.0], [0.0, 0.0, 0.0], [0.0, 0.0, 0.0], [0.0, 0.0, 0.0], [0.0, 0.0, 0.0], [0.0, 0.0, 0.0], [0.0, 0.0, 0.0], [0.0, 0.0, 0.0], [0.0, 0.0, 0.0], [0.0, 0.0, 0.0], [0.0, 0.0, 0.0], [0.0, 0.0, 0.0], [0.0, 0.0, 0.0], [0.0, 0.0, 0.0], [0.0, 0.0, 0.0], [0.0, 0.0, 0.0], [0.0, 0.0, 0.0], [0.0, 0.0, 0.0], [0.0, 0.0, 0.0], [0.0, 0.0, 0.0], [0.0, 0.0, 0.0], [0.0, 0.0, 0.0], [0.0, 0.0, 0.0], [0.0, 0.0, 0.0], [0.0, 0.0, 0.0], [0.0, 0.0, 0.0], [0.1, 0.0, 0.0], [0.0, 0.0, 0.0], [0.0, 0.0, 0.0], [0.0, 0.0, 0.0], [0.0, 0.0, 0.0], [0.0, 0.0, 0.0], [0.0, 0.0, 0.0], [0.0, 0.0, 0.0], [0.0, 0.0, 0.0], [0.0, 0.0, 0.0], [0.0, 0.0, 0.0], [0.0, 0.0, 0.0], [0.0, 0.0, 0.0], [0.0, 0.0, 0.0], [0.0, 0.0, 0.0], [0.0, 0.0, 0.0], [0.0, 0.1, 0.1], [0.0, 0.0, 0.0], [0.0, 0.0, 0.0], [0.0, 0.0, 0.0], [0.1, -0.1, -0.1], [0.1, 0.0, -0.1], [0.0, 0.0, 0.0], [0.0, 0.0, 0.0], [0.0, 0.0, 0.0], [0.0, 0.0, 0.0], [0.0, 0.0, 0.0], [0.0, 0.0, 0.0], [0.0, 0.0, 0.0], [0.0, 0.0, 0.0], [-0.1, 0.1, 0.1], [0.0, 0.0, 0.0], [0.1, 0.1, 0.0], [0.0, -0.1, 0.0], [0.0, 0.0, 0.0], [0.0, 0.0, 0.0]],
  "lowdin_charge": [0.8017, 0.0532, -0.4840, -0.0575, -0.1601, -0.2378, -0.0060, -0.0448, -0.0423, -0.1159, 0.0563, -0.1748, 0.0173, -0.0317, -0.0358, -0.1367, 0.0116, 0.1228, 0.1192, 0.1198, 0.1103, 0.1098, 0.0880, 0.1233, 0.1132, 0.1033, 0.0322, -0.5342, -0.5376, 0.8584, -0.5242, -0.5343, 0.8520, -0.4902, -0.5093, 0.8526, 0.0732, 0.0623, 0.0743, 0.0696, 0.0530, 0.0768, 0.0772, 0.0717, 0.0757, 0.0683, 0.0779, 0.0472, -0.0260, -0.1281, -0.0887, -0.1134, 0.0440, -0.7721, 0.7033, 0.0974, 0.0845, 0.0352, 0.1143, 0.1261, 0.1031, 0.1166, 0.1241, -0.4432, 0.8044, -0.5046, -0.5618, -0.4300]
}